Below is an isolated molecule of C5H6O2 at a distorted geometry, with properties calculated with the ωB97M-V functional and the def2-TZVPD basis.

```
13
Properties=species:S:1:pos:R:3
C 0.98604 -1.48109 -0.40112
C -0.23404 -0.83965 0.19793
O 0.46539 0.57383 1.50447
C 0.01076 1.72858 1.02282
O 0.20554 2.86925 1.41204
C -0.83577 1.46546 -0.20066
C -0.91444 0.18933 -0.55398
H 1.66910 -1.47378 0.44345
H 0.87474 -2.52677 -0.73704
H 1.39828 -0.88250 -1.21825
H -0.94290 -1.58246 0.62396
H -1.28845 2.30017 -0.72015
H -1.39423 -0.34038 -1.37346
```

For the HOMO-LUMO gap, the calculation gives 9.35 eV. Its LUMO energy is -0.45 eV. As for the net charge: 0. As for the total energy: -9374.7215 eV. The energy above the lowest of the compared OMol25 structures with the same formula, charge and spin is 229.1 kJ/mol. For the strongest force on any atom, the calculation gives 0.0354 Eh/bohr.